{
  "formula": "C5H12O2",
  "method": "wB97M-V/def2-TZVPD",
  "elements": ["C", "O", "C", "C", "C", "C", "O", "H", "H", "H", "H", "H", "H", "H", "H", "H", "H", "H", "H"],
  "positions_angstrom": [[-1.54, 1.76, -0.46], [-1.08, 0.54, -0.51], [0.14, 0.14, -0.34], [-0.26, 1.00, 2.46], [0.43, -1.31, -0.27], [1.21, -1.77, -1.51], [0.46, -1.59, -2.69], [-0.84, 2.58, -0.43], [-0.90, 1.36, 1.64], [-2.59, 1.86, -0.68], [0.90, 0.91, -0.18], [-0.74, 1.30, 3.39], [0.73, 1.46, 2.39], [-0.17, -0.08, 2.43], [-0.51, -1.87, -0.21], [1.01, -1.54, 0.63], [2.17, -1.22, -1.56], [1.45, -2.84, -1.45], [0.12, -0.69, -2.66]],
  "mulliken_charge": [-0.625, -0.237, -0.557, -0.818, -0.155, -0.562, -0.511, 0.372, 0.118, 0.259, 0.440, 0.352, 0.241, 0.201, 0.225, 0.294, 0.272, 0.350, 0.340],
  "charge": 0,
  "e_lumo_ha": [0.02231, 0.02182],
  "gap_ev": [8.17, 7.92]
}